Record 1
Below is 8 unconnected molecules or ions with the total composition C28H60N4O8 at a distorted geometry, with properties calculated with ωB97M-V/def2-TZVPD.

```
100
Properties=species:S:1:pos:R:3:forces:R:3
C -0.5570 -2.6260 3.3106 0.051 1.357 -0.681
C 0.2573 -3.6406 3.9933 -0.989 -1.685 1.384
O -0.3236 -4.4508 4.7190 0.618 0.043 -0.189
N 1.5908 -3.5832 3.9012 1.780 -0.600 0.494
C 2.4758 -4.6542 4.4654 -0.596 0.795 -0.779
H -0.7690 -2.8123 2.2577 0.021 -0.373 0.001
H 0.0286 -1.7069 3.3311 -0.323 0.431 -0.016
H -1.4907 -2.5288 3.8645 0.117 0.099 -0.161
H 2.0378 -3.1561 3.1024 -0.240 0.245 -0.124
H 3.4594 -4.4652 4.0355 -0.125 -0.350 -0.326
H 2.0419 -5.6012 4.1442 0.416 -0.189 0.304
H 2.6602 -4.6232 5.5392 -0.739 0.144 0.057
C -0.3563 -0.2254 0.0728 -0.362 0.369 0.534
C -0.9632 0.6926 -0.9478 -0.233 -0.183 -1.745
O -0.9001 0.4521 -2.1558 -0.059 -0.115 0.047
N -1.6104 1.7688 -0.4946 0.608 -0.722 0.719
C -2.4421 2.7053 -1.1988 0.022 0.035 0.558
H -1.0338 -0.1993 0.9263 0.344 -0.144 0.358
H 0.6117 0.1853 0.3600 0.081 -0.148 0.203
H -0.2497 -1.2574 -0.2615 0.034 0.279 -0.351
H -1.4737 1.9627 0.4872 -0.299 0.000 0.125
H -3.2378 2.8602 -0.4701 -0.319 0.630 -0.310
H -2.8990 2.3425 -2.1195 0.462 -0.181 0.037
H -1.8624 3.6170 -1.3433 -0.372 0.222 -0.366
C -3.1165 1.0147 3.6845 0.816 -0.650 -1.487
C -2.4120 2.2128 3.0137 -1.103 -0.492 0.502
O -1.4732 1.9997 2.2516 -0.112 0.744 0.606
N -2.9528 3.4354 3.2668 0.505 -1.129 0.229
C -2.3756 4.6597 2.8092 -0.181 1.184 -0.466
H -2.7674 0.7580 4.6847 -0.399 0.475 0.115
H -2.7632 0.1976 3.0555 0.302 -0.236 0.151
H -4.1825 0.9182 3.4788 -0.185 0.720 0.742
H -3.7172 3.4777 3.9256 0.203 -0.070 -0.146
H -2.5673 5.4490 3.5360 0.224 -0.103 0.161
H -2.8595 5.0139 1.8989 -0.011 -0.115 -0.247
H -1.3078 4.6027 2.5980 -0.079 -0.336 0.245
C -0.4870 -2.9711 -3.5407 0.209 0.222 0.160
C -1.4809 -2.3007 -4.4709 -0.849 -3.213 -2.417
O -1.7528 -2.8433 -5.5806 0.682 1.344 1.872
N -2.1809 -1.2960 -3.9750 -1.780 1.892 -0.112
C -3.2799 -0.6045 -4.7137 0.862 -0.504 -0.072
H 0.5247 -2.6808 -3.8239 0.075 0.283 0.359
H -0.4764 -4.0597 -3.5958 -0.479 0.081 -0.510
H -0.7471 -2.7392 -2.5079 0.462 0.330 0.085
H -1.8360 -0.7409 -3.2049 0.369 -0.288 0.196
H -3.7452 -1.2796 -5.4319 0.244 -0.061 0.111
H -2.8648 0.2469 -5.2532 -0.027 0.032 -0.147
H -4.0559 -0.2334 -4.0443 0.261 -0.229 0.315
C 2.2124 3.0761 -0.3759 0.007 -0.807 -1.503
C 1.2855 3.3898 0.7742 0.485 -0.283 0.355
C 2.2549 3.4177 1.9548 1.535 -0.659 -0.518
O 3.3060 2.4230 1.6086 -1.108 0.458 0.385
C 3.5121 2.5389 0.2090 0.186 0.778 0.155
H 2.3833 3.9529 -1.0005 0.149 0.007 0.039
H 1.8302 2.3070 -1.0472 -0.517 0.082 -0.082
H 0.5769 2.5673 0.8716 -0.199 0.455 0.309
H 0.8274 4.3611 0.5872 -0.414 -0.199 0.319
H 1.8598 3.1968 2.9464 -0.012 -0.246 -0.199
H 2.8237 4.3464 2.0007 -0.372 0.457 0.065
H 3.8862 1.5900 -0.1753 -0.332 -0.039 0.008
H 4.2472 3.2915 -0.0762 0.672 0.076 0.592
C 3.9029 -0.7980 1.8396 1.065 0.457 0.513
C 3.4389 -1.0375 0.4300 -1.740 -0.622 0.443
C 2.6159 -2.3369 0.6539 1.007 0.629 -0.248
O 3.4126 -3.0582 1.6082 0.127 -0.583 0.087
C 4.3633 -2.1861 2.2649 -0.456 0.363 -0.540
H 3.1427 -0.4394 2.5336 -0.251 0.128 -0.310
H 4.6915 -0.0474 1.7857 0.154 -0.060 0.555
H 4.3003 -1.2039 -0.2169 -0.201 -0.037 -0.200
H 2.8136 -0.2125 0.0888 0.132 -0.115 -0.325
H 2.4394 -2.9107 -0.2559 0.334 -0.265 0.101
H 1.6386 -2.1560 1.1014 -0.165 0.376 0.041
H 5.3803 -2.3661 1.9162 0.021 -0.327 -0.148
H 4.3256 -2.3817 3.3365 -0.061 0.095 0.014
C -3.9213 -2.0627 0.6113 0.155 0.112 -1.110
C -4.3473 -0.5962 0.6191 0.692 -0.503 0.168
C -5.0945 -0.4475 -0.6884 0.099 -0.345 0.434
O -4.5603 -1.4530 -1.5761 -1.039 1.687 -0.325
C -3.5906 -2.2339 -0.9278 -0.982 0.070 1.309
H -4.7920 -2.6378 0.9262 0.333 -0.559 -0.104
H -3.0316 -2.2466 1.2136 -0.237 -0.197 0.215
H -3.4046 -0.0491 0.6051 -0.168 0.620 -0.019
H -4.9535 -0.2915 1.4721 0.096 -0.064 0.053
H -4.9978 0.5999 -0.9744 0.187 -0.111 -0.972
H -6.1587 -0.6386 -0.5508 -0.120 -0.112 -0.069
H -2.6155 -1.8177 -1.1809 0.378 -0.386 0.165
H -3.7696 -3.2324 -1.3267 0.621 -0.139 0.243
C 2.0490 1.7295 -4.0453 -0.192 -0.727 -1.023
C 3.5550 2.0059 -3.9292 -0.808 -0.830 0.328
C 4.1291 0.5741 -4.1475 -0.623 0.540 0.301
O 3.0948 -0.4198 -3.8139 1.113 1.256 -0.353
C 1.8682 0.2464 -3.5635 0.141 1.694 0.115
H 1.7709 1.7300 -5.0993 0.148 0.025 -0.265
H 1.3903 2.4917 -3.6290 0.069 -0.279 0.582
H 3.7737 2.4267 -2.9478 0.199 -0.214 0.158
H 3.8916 2.7337 -4.6675 0.101 -0.205 -0.074
H 5.0062 0.4247 -3.5179 -0.011 -0.334 -0.120
H 4.3871 0.5032 -5.2042 0.100 -0.440 0.015
H 1.6681 0.2950 -2.4932 -0.177 -0.501 0.156
H 1.0648 -0.2507 -4.1071 -0.027 -0.015 0.264
```
Positions in Å, forces in eV/Å.

Values from the calculation:
HOMO   -8.55 eV
SMILES   CNC(C)=O.CNC(C)=O.CNC(C)=O.CNC(C)=O.C1CCOC1.C1CCOC1.C1CCOC1.C1CCOC1
Charge   0
Energy   -1923.77304 a.u.
Energy above the lowest of the compared OMol25 structures with the same formula, charge and spin   0.000 eV
Spin multiplicity   1
Frontier orbital gap   8.63 eV

***

Record 2
Below is 2 unconnected molecules or ions with the total composition C4H14NOS at a distorted geometry, with properties calculated with ωB97M-V/def2-TZVPD.

```
21
Properties=species:S:1:pos:R:3:forces:R:3
C -0.0786 0.9900 -2.6186 0.878 -1.047 0.417
C -0.3135 0.8378 -1.1141 -1.484 2.369 0.388
C 0.8246 1.5051 -0.3109 1.048 -1.426 -0.230
C 0.7448 1.4859 1.2168 -0.684 -2.270 0.504
S 1.0873 -0.2942 1.8355 0.842 1.207 -0.116
N -0.5922 -0.6060 -0.7391 1.098 0.303 -1.414
H 0.2633 1.9856 -2.8925 -0.765 0.246 0.109
H 0.8030 0.4075 -2.8994 0.032 -0.379 0.021
H -0.9094 0.5980 -3.1998 -0.116 0.422 -0.160
H -1.2451 1.3721 -0.8664 0.117 -0.258 -0.029
H 1.1035 2.4901 -0.6809 -0.688 0.151 -0.203
H 1.6550 0.8733 -0.6746 0.453 0.394 0.686
H 1.3816 2.1032 1.8315 0.391 0.413 -0.542
H -0.2622 1.6204 1.6211 -0.071 0.316 -0.354
H 2.4254 -0.2291 1.5296 -0.807 -0.281 0.124
H 0.0901 -1.1451 -1.2765 0.148 -0.360 0.276
H -0.4082 -0.8229 0.2484 -0.092 -0.041 0.140
H -1.4860 -0.9543 -1.0822 -0.216 0.120 0.346
H -2.4406 -3.4615 0.7064 0.190 -0.475 0.094
H -3.0235 -2.1707 0.2723 -0.663 0.380 0.077
O -2.3529 -2.7977 0.0214 0.389 0.214 -0.133
```
Positions in Å, forces in eV/Å.

Values from the calculation:
HOMO   -13.30 eV
Charge   +1
Energy   -688.73540 a.u.
Energy above the lowest of the compared OMol25 structures with the same formula, charge and spin   0.743 eV
Spin multiplicity   1
Frontier orbital gap   10.22 eV

***

Record 3
Below is a molecular structure, C23H31CoI2N3O4SSb2, with properties calculated with ωB97M-V/def2-TZVPD.

```
67
Properties=species:S:1:pos:R:3:forces:R:3
Co 0.7679 0.4375 0.3998 -0.320 0.208 0.169
O -3.1673 5.8805 1.9592 0.230 -0.137 -0.068
C -2.0629 5.3568 2.0987 -0.130 0.198 0.299
O -0.9251 5.8232 2.3668 -0.125 -0.133 -0.179
C -1.9321 3.8426 1.9085 0.063 -0.031 -0.055
C -1.3653 3.0584 2.9205 -0.034 0.097 0.030
C -0.8440 1.8266 2.6051 -0.002 -0.026 -0.033
N -0.8590 1.3548 1.3493 0.054 0.020 -0.010
C -1.5476 2.0306 0.4156 0.043 -0.088 0.007
C -2.1366 3.2515 0.6625 -0.004 0.081 -0.017
C -1.5190 1.3775 -0.9511 -0.063 0.138 -0.018
O -2.3964 1.5666 -1.7674 0.059 0.020 0.160
O -0.4827 0.5971 -1.1368 -0.010 0.085 0.029
H -1.2349 3.4739 3.9116 -0.011 -0.026 -0.019
H -0.3088 1.2294 3.3351 -0.015 0.004 -0.007
H -2.6492 3.7855 -0.1268 0.004 -0.033 -0.002
C 0.5214 -2.1757 3.5569 0.003 -0.021 0.042
Sb 0.3812 -1.9509 1.4472 0.149 -0.161 0.011
C 1.4486 -3.6631 0.7981 -0.008 -0.066 0.006
C -1.6602 -2.5925 1.1784 -0.069 -0.034 -0.014
C -1.8477 -3.6687 0.1511 -0.009 0.018 0.008
C -1.8118 -4.9998 0.5714 -0.003 0.004 -0.001
C -2.0140 -6.0489 -0.3070 -0.006 0.005 -0.003
C -2.2809 -5.7786 -1.6422 0.004 0.003 0.009
C -2.3179 -4.4652 -2.0736 0.014 0.005 -0.001
C -2.0835 -3.3965 -1.2055 0.009 0.019 0.026
C -2.1002 -2.0044 -1.7582 -0.001 -0.047 -0.021
Sb -0.2892 -1.4453 -2.7834 -0.141 0.072 -0.152
C -0.9098 0.0226 -4.1633 -0.033 -0.009 -0.069
C 0.0024 -3.1200 -4.0699 -0.019 -0.032 -0.046
H -0.2872 -1.6250 4.0367 0.010 0.004 -0.017
H 1.4743 -1.7833 3.9080 -0.010 -0.015 -0.010
H 0.4426 -3.2310 3.8160 -0.005 0.021 0.008
H 1.2157 -4.5191 1.4297 -0.001 0.012 0.000
H 2.5150 -3.4451 0.8364 0.000 0.003 0.001
H 1.1751 -3.8920 -0.2313 -0.010 0.009 0.007
H -2.2367 -1.6957 0.9544 0.006 -0.002 0.020
H -1.9831 -2.9504 2.1563 0.005 -0.014 -0.008
H -1.6386 -5.2094 1.6216 0.001 0.003 -0.008
H -1.9849 -7.0697 0.0513 0.001 0.011 -0.003
H -2.4679 -6.5841 -2.3402 0.003 0.005 0.008
H -2.5401 -4.2523 -3.1131 0.000 -0.002 0.005
H -2.2905 -1.2298 -1.0221 0.018 -0.010 -0.019
H -2.8496 -1.9025 -2.5463 -0.015 -0.018 0.024
H -1.5594 -0.4458 -4.9024 0.013 0.019 -0.016
H -0.0312 0.4367 -4.6539 0.009 -0.009 -0.017
H -1.4430 0.7965 -3.6142 0.021 -0.071 -0.055
H -0.8416 -3.2316 -4.7509 0.016 -0.011 0.009
H 0.1239 -4.0303 -3.4857 0.007 0.005 -0.008
H 0.9104 -2.9401 -4.6451 -0.017 -0.010 -0.001
C 4.7178 3.1954 0.0929 -0.052 -0.011 0.017
N 3.4617 3.7282 0.5817 0.044 0.074 0.003
C 3.0604 5.1057 0.2751 0.028 -0.034 0.020
C 1.6883 5.2301 0.9514 -0.020 -0.032 0.005
N 1.3963 3.8310 1.2778 -0.030 0.004 -0.100
C 2.4520 3.0441 1.1080 0.070 -0.118 0.014
S 2.5765 1.3589 1.5177 0.055 0.144 -0.088
H 5.5198 3.8769 0.3758 0.007 -0.021 -0.008
H 4.6945 3.0915 -0.9939 0.011 0.021 0.004
H 4.8953 2.2149 0.5236 0.007 -0.007 -0.012
H 3.0089 5.2352 -0.8088 -0.007 -0.011 -0.003
H 3.7940 5.8063 0.6722 0.004 0.005 -0.019
H 0.9185 5.6409 0.3054 -0.010 0.015 0.010
H 1.7031 5.8250 1.8618 0.001 0.003 0.009
H 0.6072 3.5855 1.8542 -0.055 0.021 0.067
I 2.2970 -0.9701 -1.8088 0.369 -0.102 0.105
I 5.1298 -0.6010 -0.9417 -0.102 -0.015 -0.022
```
Positions in Å, forces in eV/Å.

Values from the calculation:
HOMO (spin up / spin down)   -8.03 / -8.02 eV
Charge   0
Energy   -4217.15377 a.u.
Spin multiplicity   4
Frontier orbital gap (spin up / spin down)   6.96 / 6.89 eV